(1)
Formula: C3H6S2
Source: OMol25
Level of theory: ωB97M-V/def2-TZVPD

XYZ file:
```
11
Properties=species:S:1:pos:R:3:lowdin_charge:R:1
C 0.9013 0.1611 0.4336 -0.71
C 0.1376 1.0284 -0.4865 -0.16
C -0.5575 0.0666 0.4498 -0.76
H 0.8753 -2.1181 -0.0396 -0.19
H 1.3315 0.5824 1.3935 0.12
H 0.2083 0.7139 -1.5282 0.10
H 0.0289 2.0902 -0.4360 0.10
H -1.0258 0.6686 1.2506 0.10
H -2.2549 -0.6711 -0.9562 -0.11
S 1.8757 -1.2360 -0.0859 0.74
S -1.5204 -1.2859 0.0048 0.77
```

Output
**Gap between HOMO and LUMO**: 9.6 eV
**F_max**: 3.28 eV/A
**SMILES**: S[C@@H]1C[C@@H]1S
**Energy relative to the best compared isomer or geometry (same formula, charge and spin)**: 1.359 eV
**HOMO energy**: -8.79 eV



(2)
Formula: C3H6SSe
Source: OMol25
Level of theory: ωB97M-V/def2-TZVPD

XYZ file:
```
11
Properties=species:S:1:pos:R:3:lowdin_charge:R:1
C -1.1780 -0.9886 -0.0417 -0.37
C -0.5594 0.0821 0.7103 -0.79
C 0.5961 0.9601 -0.2914 -0.43
S -2.2524 0.4075 0.5767 0.81
Se 2.3066 0.1417 0.4853 0.72
H -0.9808 -0.9049 -1.1091 0.07
H -1.5031 -1.8943 0.3426 0.04
H -0.0698 -0.0887 1.6135 0.02
H 0.4817 2.1704 -0.2398 0.11
H 0.4368 0.5796 -1.2783 0.01
H 2.7222 -0.4648 -0.7682 -0.20
```

Output
**Gap between HOMO and LUMO**: 9.4 eV
**F_max**: 4.86 eV/A
**SMILES**: [SeH]C[C@@H]1CS1
**Energy relative to the best compared isomer or geometry (same formula, charge and spin)**: 0.345 eV
**HOMO energy**: -8.74 eV